# C48H114O27S2

9 unconnected molecules or ions with the total composition C48H114O27S2 at a distorted geometry (the ωB97M-V functional and the def2-TZVPD basis, OMol25).

Calculated values
SMILES: CCOS(C)(=O)=O.CCOS(C)(=O)=O.COCCOCCOC.COCCOCCOC.COCCOCCOC.COCCOCCOC.COCCOCCOC.COCCOCCOC.COCCOCCOC
Orbital gap, eV: 9.49
Energy above the lowest of the compared OMol25 structures with the same formula, charge and spin, kcal/mol: 124.1
Strongest force on any atom, eV/A: 4.0
Highest occupied orbital energy, eV: -9.2

Geometry as ORCA input:
```
! RIJCOSX wB97M-V def2-TZVPD def2/J DEFGRID3
* xyz 0 1
O -12.4402 13.6052 -3.8412
S -12.1658 14.7907 -4.7043
O -12.1206 16.1904 -4.2750
O -10.7877 14.4481 -5.5288
C -10.3390 15.3374 -6.4843
C -9.9726 14.4864 -7.7405
C -13.3794 14.7253 -6.0735
H -9.3642 15.7346 -6.2016
H -10.9750 16.1826 -6.7474
H -10.8126 13.8657 -8.0521
H -9.0743 13.9053 -7.5317
H -9.7771 15.2264 -8.5166
H -13.0108 15.2544 -6.9522
H -14.2250 15.3198 -5.7274
H -13.5987 13.6701 -6.2366
O -18.0407 9.9553 6.3484
S -17.1998 8.9829 5.6804
O -16.3625 8.0105 6.3715
O -18.1918 8.1022 4.7073
C -17.5423 7.1317 3.7834
C -18.6105 6.2304 3.2239
C -16.1543 9.9355 4.4368
H -16.9141 6.4641 4.3731
H -16.8215 7.3818 3.0049
H -19.2276 5.7597 3.9893
H -18.2617 5.3581 2.6710
H -19.3007 6.7525 2.5613
H -15.7094 9.2742 3.6933
H -15.4510 10.4797 5.0671
H -16.8973 10.6146 4.0186
C -15.5898 16.6018 0.4790
O -16.2805 16.4475 1.7026
C -17.5100 17.1832 1.8858
C -17.2888 18.6814 2.2533
O -16.4890 19.3670 1.2464
C -16.1539 20.7084 1.6616
C -14.9147 21.2094 0.9283
O -15.0216 21.3285 -0.4251
C -14.8971 20.0548 -1.1721
H -15.0083 17.5237 0.4725
H -16.2448 16.5723 -0.3918
H -14.8521 15.8060 0.3761
H -18.0396 16.8015 2.7586
H -18.1526 17.0341 1.0180
H -16.8083 18.7837 3.2263
H -18.2890 19.1052 2.3437
H -16.0781 20.8649 2.7377
H -16.9942 21.3421 1.3779
H -14.0289 20.6177 1.1595
H -14.6458 22.2233 1.2246
H -15.6900 19.3898 -0.8299
H -13.9273 19.6001 -0.9699
H -15.1371 20.2529 -2.2168
C -6.4077 27.5400 -7.9441
O -7.0419 26.4862 -7.1443
C -6.1914 25.4394 -6.7307
C -6.8160 24.7004 -5.5210
O -8.0734 24.0869 -5.8747
C -8.7483 23.3248 -4.8617
C -8.1345 21.9613 -4.4027
O -8.1385 20.9221 -5.4374
C -7.1169 21.1388 -6.3559
H -6.1166 27.1738 -8.9286
H -5.5011 27.8260 -7.4109
H -6.9502 28.4804 -8.0415
H -5.2246 25.8676 -6.4660
H -5.9121 24.7112 -7.4923
H -6.9619 25.4263 -4.7210
H -6.0992 23.9413 -5.2079
H -9.6797 23.0705 -5.3675
H -8.9868 23.8508 -3.9373
H -8.7855 21.6822 -3.5743
H -7.1162 22.1415 -4.0582
H -7.4650 20.6251 -7.2520
H -6.2871 20.4716 -6.1227
H -6.7887 22.1289 -6.6723
C -16.0612 24.2303 5.9170
O -17.3144 23.4857 6.1014
C -18.1304 23.8867 7.2069
C -19.2979 22.9036 7.4896
O -18.7641 21.6075 7.5973
C -19.7676 20.5745 7.7620
C -19.0649 19.2467 8.0432
O -18.1273 18.8463 7.0686
C -17.6974 17.5381 7.1313
H -16.2194 25.2663 5.6174
H -15.4257 23.8484 5.1180
H -15.6186 24.2978 6.9108
H -18.3571 24.9511 7.1460
H -17.4448 23.8111 8.0509
H -19.9716 23.0844 6.6520
H -19.7713 23.2355 8.4136
H -20.2266 20.5509 6.7736
H -20.4575 20.7793 8.5806
H -19.9119 18.5618 8.0819
H -18.5720 19.2562 9.0153
H -18.5441 16.8691 6.9777
H -17.3228 17.5102 8.1546
H -16.9116 17.2885 6.4184
C -11.1938 27.5224 0.7847
O -10.7351 26.6150 1.7840
C -9.7140 25.7296 1.3708
C -9.2685 24.8089 2.4308
O -8.2401 24.0380 1.8905
C -8.2474 22.7038 2.4063
C -6.8416 22.0489 2.0456
O -6.5976 22.0628 0.6897
C -5.3959 21.4672 0.3361
H -12.0003 28.1643 1.1393
H -11.5535 27.0244 -0.1156
H -10.3189 28.1368 0.5720
H -8.8404 26.2858 1.0308
H -10.1122 25.1403 0.5448
H -10.0608 24.2542 2.9335
H -8.8300 25.3427 3.2740
H -9.1179 22.2255 1.9574
H -8.4956 22.6242 3.4647
H -6.9054 21.0275 2.4208
H -6.0986 22.5988 2.6232
H -5.2235 21.6386 -0.7265
H -5.4351 20.3886 0.4882
H -4.4966 21.8659 0.8055
C -10.8880 21.1327 9.2235
O -10.6660 21.4231 7.8805
C -11.8034 21.7296 7.1185
C -12.4677 20.4539 6.5186
O -11.5122 19.6258 5.8047
C -12.1335 18.7550 4.8716
C -11.1737 17.7082 4.3009
O -10.1119 18.2065 3.4903
C -10.4844 18.3490 2.1216
H -11.6392 20.3471 9.3046
H -11.2280 21.9270 9.8880
H -9.9297 20.7507 9.5756
H -11.4536 22.3751 6.3128
H -12.5272 22.2889 7.7113
H -13.1977 20.7539 5.7669
H -12.8144 19.7324 7.2586
H -12.6001 19.3530 4.0888
H -12.8855 18.1303 5.3536
H -11.7444 16.9243 3.8030
H -10.6892 17.1666 5.1134
H -10.9429 17.4614 1.6857
H -9.6746 18.5972 1.4356
H -11.2661 19.1064 2.0646
C -20.0203 12.2821 -0.3712
O -19.8852 12.9307 -1.6338
C -21.0684 13.1847 -2.3779
C -20.7758 14.3494 -3.3553
O -20.2081 13.8115 -4.5698
C -19.7602 14.9322 -5.3780
C -19.5108 14.4655 -6.8740
O -18.3933 13.4438 -6.8587
C -18.3116 12.8322 -8.1334
H -20.0777 12.9978 0.4489
H -19.1313 11.6674 -0.2298
H -20.9449 11.7065 -0.3276
H -21.8330 13.5786 -1.7083
H -21.5151 12.2780 -2.7857
H -20.1618 15.1061 -2.8670
H -21.7287 14.8553 -3.5106
H -18.8681 15.4785 -5.0717
H -20.6024 15.6231 -5.3430
H -19.1404 15.3247 -7.4333
H -20.4188 14.1244 -7.3712
H -17.5185 12.0989 -8.2798
H -18.1721 13.4988 -8.9845
H -19.2050 12.2268 -8.2871
C -27.3612 18.5691 1.1142
O -26.3545 19.4956 0.7300
C -25.0179 19.1468 1.0984
C -24.3570 18.1548 0.1058
O -24.3297 18.4216 -1.3364
C -25.6610 18.2716 -1.9400
C -25.6978 18.6920 -3.4149
O -24.7897 17.8656 -4.2162
C -24.7166 18.4724 -5.4862
H -28.3505 18.9206 0.8214
H -27.3510 18.3815 2.1879
H -27.2787 17.6119 0.5994
H -24.8864 18.9518 2.1628
H -24.3268 19.9871 1.0322
H -24.8742 17.1999 0.1994
H -23.3416 17.9450 0.4421
H -26.4421 18.8398 -1.4350
H -26.0268 17.2455 -1.9023
H -25.5463 19.7672 -3.5100
H -26.7104 18.6470 -3.8159
H -25.6547 18.6423 -6.0146
H -24.1025 17.8170 -6.1038
H -24.1378 19.3912 -5.3922
*
```

=====

# C8H16N2

2 unconnected molecules or ions with the total composition C8H16N2 at a distorted geometry (the ωB97M-V functional and the def2-TZVPD basis, OMol25).

Calculated values
SMILES: Cc1c[nH]cn1.CC(C)C
Orbital gap, eV: 9.50
Energy above the lowest of the compared OMol25 structures with the same formula, charge and spin, kcal/mol: 13.0
Strongest force on any atom, eV/A: 2.1
Highest occupied orbital energy, eV: -8.6

Geometry as ORCA input:
```
! RIJCOSX wB97M-V def2-TZVPD def2/J DEFGRID3
* xyz 0 1
C -3.3030 1.6856 0.3496
C 0.1859 2.5119 0.3651
C -1.9360 2.2697 0.4887
C -1.6835 3.5766 0.8156
N -0.7637 1.6165 0.2379
N -0.3153 3.6930 0.7916
H 1.2158 2.2622 0.1795
H 0.2095 4.5508 0.7438
H -2.3448 4.3865 1.0611
H -3.5608 0.9511 1.1090
H -3.4666 1.1878 -0.6058
H -3.9711 2.4958 0.4099
C 1.4759 -2.2480 -0.8387
C 2.7104 -1.6205 -0.2398
C 1.1901 -3.6523 -0.2948
C 0.1996 -1.3957 -0.6047
H 1.6454 -2.2621 -1.9103
H 3.5726 -2.2833 -0.0919
H 2.6168 -1.2020 0.7709
H 1.3993 -3.5777 0.7825
H 0.1848 -4.0075 -0.4504
H 1.9568 -4.4073 -0.5042
H 0.2442 -0.4953 -1.2035
H -0.6833 -1.9351 -0.9310
H 0.1486 -1.2690 0.4738
H 3.0726 -0.8315 -0.9041
*
```

=====

# C7H10IN

C7H10IN in the gas phase at a distorted geometry (the ωB97M-V functional and the def2-TZVPD basis, OMol25).

Calculated values
Orbital gap, eV: 7.80
Energy above the lowest of the compared OMol25 structures with the same formula, charge and spin, kcal/mol: 24.2
Strongest force on any atom, eV/A: 6.3
Highest occupied orbital energy, eV: -7.7

Geometry as ORCA input:
```
! RIJCOSX wB97M-V def2-TZVPD def2/J DEFGRID3
* xyz 0 1
C -0.3714 3.0333 -0.2103
C 0.0960 3.7084 -1.3211
C -0.1410 0.5888 -0.0209
C -0.6266 -1.2020 1.4625
C 1.6399 -1.1721 0.0771
C -0.4492 -1.6486 -1.0266
C 0.1310 -0.7902 0.1869
N -0.2921 1.7392 -0.1492
I -0.5136 5.8757 -1.0107
H -1.1251 3.3834 0.5086
H -0.2750 -2.0995 1.9904
H -0.5897 -0.4322 2.3696
H -1.6972 -1.2438 1.2359
H 1.6242 -2.3468 -0.0693
H 2.2112 -0.7791 0.9015
H 1.9027 -0.7862 -0.9365
H -1.3812 -1.4011 -1.4805
H -0.5099 -2.6420 -0.6733
H 0.3670 -1.7853 -1.8341
*
```